Here is a structure of composition C3H5I2NO5P in a non-equilibrium geometry from the OMol25 dataset. Energies are from ωB97M-V/def2-TZVPD.

Properties
LUMO level, hartree: 0.096
HOMO energy, eV: -6.0
Charge: -1
Relative energy (zero: lowest compared OMol25 entry of this formula, charge and spin), eV: 0.000

Each line ends with the Löwdin charge.
Geometry (Å):
I  2.062  0.949  2.291  0.5919
I  -2.270  2.259  1.570  0.8833
P  0.802  -0.101  -0.558  0.2386
O  -0.128  -1.106  -1.192  -0.3092
O  -0.126  1.199  -0.156  -0.3519
O  -3.288  1.857  -1.274  0.0090
O  -1.988  0.300  -2.168  0.0968
O  1.999  0.366  -1.272  -0.3117
N  2.272  -1.746  0.802  -0.0586
C  -2.372  1.079  -1.199  -0.6379
C  -1.582  0.907  0.104  -0.6770
C  1.314  -0.788  1.088  -0.7960
H  -1.200  -0.317  -1.882  0.0506
H  -1.678  -0.108  0.487  0.0798
H  2.778  -2.134  1.590  0.0729
H  2.889  -1.431  0.061  0.0689
H  0.515  -1.185  1.709  0.0505